#i
# C2H7NO2S2

An isolated molecule of C2H7NO2S2 (ωB97M-V/def2-TZVPD, the Open Molecules 2025 dataset).

Geometry (Å):
C -1.4480 1.0102 0.0893
C -1.0407 -0.3963 -0.1397
S -0.7937 -0.8905 -1.8461
S 0.9380 -0.0431 0.8764
N 1.9857 -1.0325 0.0760
O 0.6484 -0.4616 2.2322
O 1.4082 1.2883 0.5413
H -1.8605 1.0488 1.0206
H -0.5297 1.5689 -0.0170
H -2.1579 1.1771 -0.7423
H -1.6972 -0.9321 0.4304
H -0.2156 0.3457 -2.2683
H 2.6771 -0.6313 -0.4313
H 2.0859 -2.0517 0.1785

Orbital gap: 9.4 eV
LUMO energy: 0.36 eV

---

#ii
# C2H7NO2S2

An isolated molecule of C2H7NO2S2 (ωB97M-V/def2-TZVPD, the Open Molecules 2025 dataset).

Geometry (Å):
C 1.5321 0.3071 1.0100
C -0.9704 0.3240 -0.5835
N -2.0376 -0.5395 -0.7165
O 1.3888 -0.1637 -1.5912
O -0.7137 1.0879 -1.5498
S 0.9968 -0.4324 2.5327
S 0.8022 -0.6942 -0.3547
H 1.1744 1.2986 0.9281
H 2.5850 0.2511 0.9628
H -1.0011 0.8371 0.4202
H -2.6195 -0.5768 0.1506
H -2.3889 -0.8843 -1.5945
H 0.3352 1.0328 -1.7717
H 0.9166 -1.8479 2.1574

Orbital gap: 9.1 eV
LUMO energy: 0.52 eV

---

Which structure loses on stability? #i does.

---

#i
# C7H7NO2

A structure of composition C7H7NO2 (ωB97M-V/def2-TZVPD, the Open Molecules 2025 dataset).

Geometry (Å):
C 1.1879 -0.8591 -2.9922
C 0.6607 -0.8075 -0.8267
C -0.0344 0.0073 0.3057
C -1.4314 -0.0723 0.4787
C -2.0365 0.6047 1.3921
C -1.2816 1.3558 2.1618
C 0.0486 1.3911 2.0523
H 2.0301 -1.0734 -2.7410
H 1.0145 -1.7644 -3.0248
H 0.8807 -0.1712 -3.6343
H -1.9785 -0.7399 -0.5658
H -2.9854 0.7850 1.5160
H -1.7516 2.2100 3.2418
H 0.5369 2.2767 2.8127
N 0.6474 0.7171 1.0211
O 0.6257 -0.1447 -1.9733
O 1.2546 -1.8882 -0.5495

Orbital gap: 10.4 eV
LUMO energy: 0.67 eV

---

#ii
# C7H7NO2

An isolated molecule of C7H7NO2 (ωB97M-V/def2-TZVPD, the Open Molecules 2025 dataset).

Geometry (Å):
H 2.0929 -2.3302 1.0678
N 1.3030 -2.3119 0.4442
C 0.9808 -1.0901 0.3970
C -0.3155 -0.7373 -0.3928
C -1.3692 -0.2667 0.5193
C -1.4418 1.0508 0.8690
O -2.3295 1.5939 1.7409
C -0.6884 2.2446 0.0897
O -1.0544 3.3444 0.4365
C 0.2213 2.1459 -1.0835
C 1.1314 2.0970 -1.8666
H 1.5471 -0.2712 0.8206
H -0.4941 -1.5830 -1.0980
H -0.1681 0.0116 -1.1064
H -2.0672 -0.8320 0.9856
H -2.2296 2.4864 2.0393
H 1.7216 1.8768 -2.6989

Orbital gap: 8.8 eV
LUMO energy: -0.45 eV

---

Which structure loses on stability? #i does.